1.
{
  "formula": "C3H9CoFN3O10P",
  "method": "ωB97M-V/def2-TZVPD",
  "lumo_ev": [2.12, 2.08],
  "orbital_gap_ev": [6.915, 6.984],
  "charge": -1,
  "spin_multiplicity": 5,
  "homo_energy_ev": [-4.8, -4.9],
  "elements": ["Co", "P", "O", "O", "O", "O", "F", "C", "N", "O", "O", "H", "H", "H", "C", "N", "O", "O", "H", "H", "H", "C", "N", "O", "O", "H", "H", "H"],
  "coordinates": [[0.792, 0.422, 0.235], [0.001, 0.633, 2.688], [-0.837, 1.640, 3.537], [0.455, 1.770, 1.632], [-0.542, -0.189, 1.486], [1.482, 0.468, 2.927], [2.776, 0.819, 0.485], [-1.922, -1.885, -1.421], [-1.398, -0.735, -2.151], [-1.977, -0.479, -3.170], [-0.481, -0.141, -1.599], [-2.050, -1.781, -0.344], [-1.108, -2.591, -1.587], [-2.731, -2.244, -2.057], [0.368, 4.326, -0.916], [0.599, 3.050, -1.759], [0.930, 1.998, -1.202], [0.454, 3.141, -2.969], [1.313, 4.576, -0.435], [-0.419, 3.918, -0.281], [0.054, 5.096, -1.621], [0.432, -3.184, 1.843], [0.860, -2.974, 0.428], [0.764, -3.947, -0.298], [1.206, -1.834, 0.122], [0.560, -4.241, 2.076], [-0.649, -3.042, 1.854], [1.068, -2.589, 2.498]],
  "forces_ev_per_a": [[2.57, 0.80, 0.56], [-0.72, 6.56, -0.24], [0.11, -4.09, 0.04], [0.99, 2.75, -1.91], [-2.26, -3.17, 1.33], [0.15, -2.28, 1.87], [-1.18, -0.66, -1.00], [0.57, -1.82, -0.84], [-0.53, 0.29, 2.41], [0.72, 0.92, -0.88], [-0.42, 0.30, -1.56], [-0.15, 0.65, -0.28], [0.05, -0.40, 0.35], [-0.34, 0.06, 0.78], [-0.02, -1.66, -0.86], [0.75, -0.66, -0.25], [-0.45, 2.24, -1.10], [0.05, 0.08, 0.74], [-0.32, -0.31, 0.27], [0.20, 0.80, 0.61], [-0.09, -0.24, 0.20], [0.31, -0.85, 0.15], [-0.18, 1.02, 0.85], [0.24, 0.60, -0.54], [0.01, -2.17, -0.53], [0.29, 0.01, -0.26], [0.26, 0.79, 0.25], [-0.64, 0.44, -0.14]],
  "mulliken_charge": [0.9949, 0.8938, -0.7351, -0.4134, -0.5024, -0.5391, -0.7603, -0.7531, 0.8080, -0.5524, -0.3993, 0.2373, 0.2405, 0.3601, -0.6861, 0.6571, -0.1939, -0.5152, 0.2485, 0.2964, 0.3106, -0.6896, 0.7830, -0.5348, -0.3483, 0.3500, 0.2102, 0.2325]
}

***

2.
{
  "formula": "C3H9F2N2P",
  "method": "ωB97M-V/def2-TZVPD",
  "lumo_ev": 0.88,
  "relative_energy_ev": 0.1579,
  "orbital_gap_ev": 9.597,
  "charge": 0,
  "homo_energy_ev": -8.7,
  "elements": ["C", "C", "C", "N", "N", "F", "F", "P", "H", "H", "H", "H", "H", "H", "H", "H", "H"],
  "coordinates": [[0.399, 1.710, -0.273], [0.353, -0.552, -1.166], [-0.860, -0.577, 1.583], [-0.369, 0.537, -0.548], [-1.239, 0.198, 0.427], [-3.741, -0.958, 1.006], [-3.376, 1.379, 0.969], [-3.088, 0.202, -0.053], [-0.340, 2.463, 0.083], [1.204, 1.619, 0.496], [0.821, 2.140, -1.190], [-0.168, -1.433, -1.213], [0.331, -0.360, -2.197], [1.320, -0.883, -0.719], [-0.018, -0.151, 2.096], [-1.682, -0.534, 2.403], [-0.701, -1.659, 1.234]],
  "forces_ev_per_a": [[-0.31, 1.64, 0.53], [1.19, 0.74, 0.67], [-1.41, -1.54, 0.48], [0.48, -0.93, -0.83], [-4.76, -0.09, 0.58], [1.19, 1.33, -1.67], [-0.65, 0.32, -0.17], [2.83, -0.94, 2.69], [0.67, -0.37, -0.04], [-0.39, -0.19, -0.43], [0.10, -0.38, 0.11], [-2.04, -2.15, 0.75], [1.30, 0.69, -1.64], [-0.20, 0.86, -0.41], [0.82, 0.03, -0.07], [1.09, -0.26, -1.68], [0.10, 1.24, 1.12]],
  "mulliken_charge": [-0.8144, -1.2296, -0.8526, 0.0217, 0.0925, -0.3093, -0.2196, 0.3812, 0.2526, 0.2956, 0.3182, 0.4444, 0.4473, 0.3173, 0.3124, 0.2623, 0.2800]
}

***

3.
{
  "formula": "C3H9F3NPSi",
  "method": "ωB97M-V/def2-TZVPD",
  "lumo_ev": -0.03,
  "orbital_gap_ev": 8.548,
  "charge": 0,
  "homo_energy_ev": -8.6,
  "elements": ["C", "C", "C", "N", "F", "F", "F", "Si", "P", "H", "H", "H", "H", "H", "H", "H", "H", "H"],
  "coordinates": [[1.949, 1.865, -0.295], [0.311, -0.025, 1.393], [1.841, -1.129, -0.782], [-3.264, 0.636, 0.610], [-0.410, 0.327, -1.024], [-3.090, -1.217, -1.670], [-2.296, -1.979, 0.527], [-2.732, -0.674, -0.189], [1.058, 0.402, -0.174], [-3.327, 1.428, 0.031], [1.657, 2.570, 0.384], [1.952, 2.189, -1.324], [0.023, -1.034, 1.578], [1.084, 0.283, 2.040], [-0.583, 0.515, 1.373], [1.262, -1.458, -1.660], [2.876, -0.789, -0.874], [1.692, -1.911, 0.055]],
  "forces_ev_per_a": [[-0.86, -3.85, -1.22], [1.12, 0.20, -0.96], [-0.96, -0.02, 1.20], [1.17, -2.74, 0.01], [0.30, -0.40, -0.07], [0.56, 0.57, 0.94], [0.60, -0.68, 0.60], [-1.77, 1.68, -0.88], [-0.31, 0.47, -0.51], [-0.31, 1.42, -0.82], [-0.77, 1.85, 1.75], [0.58, 0.11, -0.29], [0.28, -0.96, -0.31], [0.31, 0.52, 1.67], [-1.28, 1.44, 0.81], [0.88, 0.01, 0.05], [-0.04, -0.86, -0.56], [0.51, 1.24, -1.40]],
  "mulliken_charge": [-1.2942, -1.3903, -1.0421, -0.6825, -0.4231, -0.2509, -0.1794, 0.8704, 1.2627, 0.2251, 0.3086, 0.3068, 0.3853, 0.4101, 0.4542, 0.3377, 0.3803, 0.3216]
}

***

Electronic energy for the records above, in order: -2860.12700, -770.28170, -1104.96705 a.u.